1.
Formula: C9H9Br2N2O2
Source: the Open Molecules 2025 dataset
Level of theory: wB97M-V/def2-TZVPD

```
24
Properties=species:S:1:pos:R:3:forces:R:3:nbo_charge:R:1
C 1.550 -1.372 0.269 -0.4 -1.6 -0.6 -0.378
C 3.959 -0.824 -0.044 0.7 -0.8 0.5 -0.257
C 1.118 -0.132 0.278 3.7 2.8 -0.3 0.144
C 2.740 1.294 0.114 -4.7 -1.5 -0.7 0.310
C 2.932 -1.692 -0.022 -0.4 -0.6 0.3 -0.063
C 3.850 0.579 0.136 1.5 0.0 -0.2 -0.211
C -1.096 -0.295 1.265 0.2 -1.2 1.1 -0.585
C -0.756 0.868 -0.887 -1.2 2.2 -2.5 -0.646
C -0.155 0.554 0.498 -0.2 -1.6 -2.4 -0.348
N 2.411 2.535 0.240 1.6 -0.3 3.0 -0.445
N 1.689 3.409 -0.355 0.5 -2.1 -3.1 0.620
O 1.535 3.218 -1.610 -0.6 1.0 1.0 -0.538
O 1.290 4.356 0.279 -0.8 1.2 0.2 -0.446
Br 3.183 -3.620 -0.291 0.3 0.8 0.1 -0.045
Br 5.573 1.575 0.180 -0.7 -0.4 0.0 -0.073
H 0.867 -2.265 0.368 0.5 1.1 0.0 0.211
H 4.975 -1.212 -0.076 -0.2 0.0 -0.3 0.233
H -1.355 -1.129 0.643 -0.2 -0.7 -0.4 0.197
H -2.007 0.231 1.412 -0.9 0.5 0.6 0.207
H -0.690 -0.749 2.205 -0.3 0.8 -0.6 0.207
H -0.216 1.649 -1.472 0.2 -0.3 1.0 0.259
H -1.808 1.246 -1.024 0.5 0.1 1.5 0.201
H -0.878 0.160 -1.709 0.9 -1.4 0.8 0.213
H 0.133 1.424 0.978 0.0 2.1 1.1 0.234
```
Forces are in eV/Å.

charge	-1
multiplicity	1
E	-156633.775	eV
HOMO level	-4.23	eV
energy above the lowest of the compared OMol25 structures with the same formula, charge and spin	44.07	kcal per mole


2.
Formula: C15H18NOPdS4SbSi
Source: the Open Molecules 2025 dataset
Level of theory: wB97M-V/def2-TZVPD

```
42
Properties=species:S:1:pos:R:3:forces:R:3:nbo_charge:R:1
Pd 0.453 -1.844 2.537 -0.1 0.0 0.0 0.047
S -3.437 -3.115 2.741 0.0 0.0 0.0 -0.892
Sb -1.465 -2.861 3.844 0.0 0.0 0.0 1.310
S 0.782 0.383 1.800 0.0 0.0 0.0 -0.832
S 0.364 -4.130 3.091 0.0 0.0 0.0 -0.790
S -1.582 -2.405 6.061 0.0 0.0 0.0 -0.871
C 1.839 -2.364 -0.730 0.0 0.0 0.0 -0.406
N 3.183 -2.269 -0.198 0.0 0.0 0.0 -0.418
C 3.589 -3.274 0.761 0.0 0.0 0.0 -0.426
C 4.008 -1.269 -0.546 0.0 0.0 0.0 0.538
O 5.172 -1.141 -0.191 0.0 0.0 0.0 -0.671
H 1.741 -3.246 -1.372 0.0 0.0 0.0 0.176
H 1.611 -1.471 -1.310 0.0 0.0 0.0 0.211
H 1.111 -2.443 0.080 0.0 0.0 0.0 0.235
H 3.692 -4.250 0.275 0.0 0.0 0.0 0.177
H 2.837 -3.358 1.549 0.0 0.0 0.0 0.234
H 4.545 -2.981 1.186 0.0 0.0 0.0 0.227
H 3.519 -0.542 -1.216 0.0 0.0 0.0 0.109
C -4.692 2.240 1.200 0.0 0.0 0.0 -0.235
C -4.394 0.923 1.524 0.0 0.0 0.0 -0.206
C -3.160 0.386 1.188 0.0 0.0 0.0 -0.216
C -2.195 1.155 0.530 0.0 0.0 0.0 -0.381
C -2.511 2.477 0.215 0.0 0.0 0.0 -0.236
C -3.749 3.018 0.542 0.0 0.0 0.0 -0.240
Si -0.513 0.377 0.180 0.0 0.0 0.0 1.206
C 0.224 1.349 -1.285 0.0 0.0 0.0 -0.457
C 1.512 1.881 -1.233 0.0 0.0 0.0 -0.212
C 2.064 2.549 -2.322 0.0 0.0 0.0 -0.219
C 1.331 2.698 -3.490 0.0 0.0 0.0 -0.238
C 0.044 2.178 -3.563 0.0 0.0 0.0 -0.254
C -0.496 1.512 -2.472 0.0 0.0 0.0 -0.144
H -5.655 2.663 1.465 0.0 0.0 0.0 0.191
H -5.113 0.304 2.048 0.0 0.0 0.0 0.214
H -2.952 -0.645 1.458 0.0 0.0 0.0 0.254
H -1.779 3.096 -0.295 0.0 0.0 0.0 0.203
H -3.974 4.049 0.290 0.0 0.0 0.0 0.190
H -0.830 -0.955 -0.409 0.0 0.0 0.0 -0.201
H 2.086 1.758 -0.320 0.0 0.0 0.0 0.238
H 3.070 2.949 -2.257 0.0 0.0 0.0 0.199
H 1.760 3.215 -4.342 0.0 0.0 0.0 0.193
H -0.536 2.290 -4.473 0.0 0.0 0.0 0.194
H -1.504 1.112 -2.541 0.0 0.0 0.0 0.201
```
Forces are in eV/Å.

charge	-2
multiplicity	1
E	-80626.349	eV
HOMO level	-1.89	eV
energy above the lowest of the compared OMol25 structures with the same formula, charge and spin	0.00	kcal per mole


3.
Formula: C16H47NO17S4
Source: the Open Molecules 2025 dataset
Level of theory: wB97M-V/def2-TZVPD

```
85
Properties=species:S:1:pos:R:3:forces:R:3:mulliken_charge:R:1
C -1.716 3.735 -1.210 -1.0 -1.0 1.1 -0.890
C -1.926 3.142 -2.606 0.5 1.9 1.0 -0.408
O -0.726 2.396 -2.881 0.1 -1.1 -0.3 -0.120
S -0.876 0.949 -3.556 -0.2 1.0 -1.4 0.988
C -1.514 1.448 -5.199 0.5 -0.5 1.2 -1.129
O 0.448 0.405 -3.695 -1.0 0.4 0.5 -0.534
O -1.943 0.246 -2.890 0.5 -0.2 0.0 -0.577
H -2.498 4.433 -0.898 0.1 0.4 -0.6 0.441
H -0.730 4.174 -1.089 0.0 0.2 -0.3 0.242
H -1.833 2.983 -0.419 0.3 -0.3 -0.3 0.063
H -2.849 2.594 -2.767 0.1 -0.4 0.3 0.508
H -1.935 4.031 -3.239 0.1 -0.4 -0.6 0.223
H -1.307 0.607 -5.854 -0.1 0.1 -0.1 0.431
H -0.992 2.350 -5.503 0.1 0.0 -0.1 0.350
H -2.576 1.616 -5.049 0.0 0.0 -0.2 0.345
C 0.547 -1.246 4.606 -0.7 -0.7 -0.4 -1.404
C -0.691 -1.886 3.905 1.5 2.0 -0.6 0.500
O -1.613 -2.572 4.723 0.0 -1.0 0.8 -0.268
S -1.162 -3.977 5.365 0.6 -0.1 -0.4 1.216
C -1.346 -5.066 3.952 0.0 0.1 -0.1 -0.598
O 0.238 -3.985 5.696 -0.5 0.3 -0.2 -0.620
O -2.125 -4.268 6.378 0.0 0.1 -0.5 -0.630
H 1.341 -1.984 4.553 0.3 0.4 0.4 0.355
H 0.332 -0.912 5.620 0.0 -0.3 0.1 0.376
H 0.813 -0.343 4.057 0.2 -0.2 -0.2 0.369
H -1.204 -1.032 3.462 -0.7 -0.4 0.2 0.043
H -0.330 -2.461 3.047 -0.2 -0.4 0.2 -0.065
H -0.964 -4.601 3.042 -0.1 0.4 0.2 -0.053
H -2.399 -5.314 3.846 0.0 -0.1 0.0 0.370
H -0.716 -5.945 4.076 -0.2 -0.1 0.5 0.386
C 5.324 5.722 -0.539 -0.2 -0.2 0.8 -1.213
C 4.246 4.670 -0.332 0.6 -0.1 0.9 -0.178
O 4.081 3.896 -1.530 -1.2 -0.2 -0.5 -0.282
S 2.582 3.465 -1.936 -0.9 0.4 0.0 1.168
C 2.122 2.230 -0.725 0.6 -0.6 -1.6 -0.088
O 1.682 4.568 -1.704 0.5 0.1 0.0 -0.666
O 2.615 2.899 -3.255 0.6 0.2 1.0 -0.585
H 5.866 5.750 0.411 0.1 0.4 -0.1 0.333
H 4.842 6.683 -0.704 0.3 0.1 -0.3 0.286
H 6.052 5.484 -1.308 -0.2 -0.1 -0.2 0.322
H 4.515 3.980 0.475 0.3 -0.2 -0.3 0.286
H 3.364 5.166 0.080 -0.4 -0.2 -0.9 0.390
H 2.466 2.441 0.279 -0.2 0.2 0.1 0.497
H 2.570 1.315 -1.118 0.1 -0.1 0.3 -0.263
H 1.052 2.124 -0.891 -0.1 0.2 0.5 -0.135
C -5.319 2.472 0.163 -0.9 -0.5 -0.3 -1.284
C -4.412 1.644 1.030 0.0 -0.5 1.3 -0.178
O -4.302 0.322 0.464 1.1 -0.7 -0.6 -0.292
S -3.137 -0.662 1.004 -1.6 0.6 0.2 1.328
C -3.161 -1.874 -0.322 0.9 0.6 0.6 -0.493
O -1.896 0.084 1.037 -0.3 -0.4 -0.2 -0.841
O -3.629 -1.231 2.234 0.6 0.0 -0.8 -0.694
H -5.652 3.319 0.759 0.1 0.3 -0.4 0.380
H -6.218 1.895 -0.090 0.0 -0.1 0.7 0.374
H -5.036 2.719 -0.862 1.0 0.4 0.4 0.229
H -3.432 2.036 1.322 0.1 0.2 -0.9 0.340
H -4.857 1.483 2.022 -0.4 0.2 -0.2 0.332
H -4.173 -2.224 -0.479 0.0 0.0 0.0 0.450
H -2.478 -2.647 0.025 -0.3 -0.2 0.2 0.022
H -2.668 -1.459 -1.202 -0.4 0.3 -0.1 0.147
C -1.612 -6.300 0.145 0.6 -0.3 -0.8 -0.861
N -0.955 -4.988 -0.167 0.2 -0.3 0.3 0.981
O -0.041 -4.664 0.562 -0.1 0.2 0.0 -0.513
O -1.338 -4.346 -1.123 -0.3 -0.2 0.0 -0.541
H -2.678 -6.170 0.293 0.0 0.2 0.2 0.285
H -1.045 -6.749 0.951 -0.3 0.2 0.3 0.330
H -1.455 -6.924 -0.735 -0.1 0.1 -0.1 0.313
C 0.629 -1.304 -0.680 -0.3 -0.7 -1.1 -0.047
O 0.653 -0.990 0.693 -0.3 0.2 -0.1 0.196
H 0.094 -0.580 -1.299 0.2 0.3 0.3 -0.031
H 1.628 -1.446 -1.095 0.2 0.4 0.3 0.227
H 0.135 -2.254 -0.910 -0.1 -0.1 0.4 -0.014
H -0.223 -0.611 0.886 0.3 0.0 0.2 0.084
C 3.669 -0.303 1.431 -0.4 -0.3 -0.3 -0.155
O 3.111 -1.538 1.812 0.2 -0.5 0.4 -0.588
H 4.752 -0.327 1.564 -0.1 -0.2 0.1 0.351
H 3.473 -0.155 0.362 0.1 0.4 0.1 -0.086
H 3.262 0.515 2.039 0.0 0.1 -0.2 0.175
H 2.169 -1.570 1.565 0.3 0.4 0.0 0.253
C 4.276 -0.853 -3.007 -1.4 -0.6 0.6 -0.125
O 4.407 -0.468 -4.346 0.9 0.4 -0.2 -0.536
H 3.220 -0.825 -2.706 -0.1 0.2 0.0 -0.194
H 4.573 -1.882 -2.778 0.4 0.0 -0.3 0.365
H 4.791 -0.182 -2.324 0.3 0.2 -0.4 0.225
H 3.747 -0.871 -4.910 -0.2 -0.2 0.2 0.310
```
Forces are in eV/Å.

charge	0
multiplicity	1
E	-96986.026	eV
structure (SMILES)	CCOS(C)(=O)=O.CCOS(C)(=O)=O.CCOS(C)(=O)=O.CCOS(C)(=O)=O.C[N+](=O)[O-].CO.CO.CO
HOMO level	-9.60	eV


4.
Formula: C6H10Br2N2O5
Source: the Open Molecules 2025 dataset
Level of theory: wB97M-V/def2-TZVPD

```
25
Properties=species:S:1:pos:R:3:forces:R:3:nbo_charge:R:1
C -0.807 1.507 2.208 0.8 -0.7 -0.5 -0.254
O -0.760 0.259 1.479 -0.1 -0.5 -1.0 -0.549
C -0.651 0.232 0.089 0.5 0.6 -1.5 0.027
C -1.074 -1.158 -0.465 0.0 -1.3 2.5 0.123
C -0.145 -2.381 -0.375 0.6 -0.2 -0.7 -0.712
Br -2.811 -1.632 0.563 1.0 0.3 -0.7 0.035
N -1.605 -1.081 -1.865 0.5 -1.2 -0.3 0.484
O -1.618 -2.161 -2.431 -0.5 1.0 -0.6 -0.362
O -1.937 -0.021 -2.315 -0.5 0.3 -0.3 -0.335
C 0.934 0.724 -0.474 -1.6 -2.7 1.7 -0.029
C 2.099 0.126 0.317 1.7 -1.7 2.5 -0.706
Br 1.234 0.198 -2.265 0.1 -0.2 -1.3 0.121
N 0.955 2.188 -0.523 2.6 0.0 1.4 0.494
O 1.941 2.675 -0.006 0.2 0.6 0.4 -0.375
O 0.119 2.784 -1.090 -2.3 1.1 -1.2 -0.331
H -1.375 2.295 1.657 0.3 -0.6 0.6 0.197
H 0.273 1.749 2.316 -0.8 0.6 0.3 0.186
H -1.235 1.203 3.192 0.2 0.7 -0.8 0.214
H -1.427 0.789 -0.523 1.2 0.8 1.3 0.253
H -0.682 -3.239 -0.918 0.9 1.0 1.7 0.283
H 0.292 -2.537 0.676 -1.1 0.1 -1.6 0.249
H 0.703 -2.155 -1.088 -0.6 -0.3 0.9 0.235
H 3.148 0.378 0.109 -0.7 0.8 -1.2 0.263
H 2.214 -0.996 0.304 -1.1 0.9 -0.7 0.242
H 2.213 0.257 1.428 -1.3 0.6 -0.7 0.248
```
Forces are in eV/Å.

charge	0
multiplicity	1
E	-159678.746	eV
structure (SMILES)	COC([C@@](C)(Br)[N+](=O)[O-])[C@@](C)(Br)[N+](=O)[O-]
HOMO level	-10.34	eV
energy above the lowest of the compared OMol25 structures with the same formula, charge and spin	1.60	kcal per mole


5.
Formula: C15H14F6N5O4PtS3Se2
Source: the Open Molecules 2025 dataset
Level of theory: wB97M-V/def2-TZVPD

```
50
Properties=species:S:1:pos:R:3:forces:R:3:nbo_charge:R:1
Pt 0.318 -0.049 0.025 0.4 0.5 -1.0 0.911
F 4.854 1.833 -0.291 0.0 0.0 0.0 -0.281
C 4.766 0.969 0.701 -0.1 0.0 0.0 0.773
F 5.264 -0.200 0.340 0.1 0.0 0.0 -0.286
F 5.395 1.426 1.768 0.0 0.0 0.0 -0.287
S 2.998 0.691 1.155 -0.1 0.1 0.0 2.210
O 2.420 0.104 -0.084 0.0 -0.1 0.2 -0.917
O 2.961 -0.151 2.311 0.1 0.0 0.0 -0.906
N 2.523 2.176 1.398 0.0 -0.2 0.0 -1.182
S 0.993 2.474 1.339 -0.5 -0.1 0.5 2.213
O 0.406 2.111 0.027 -0.1 -0.2 0.2 -0.929
O 0.221 2.051 2.479 0.1 0.1 0.0 -0.938
C 0.940 4.314 1.383 0.1 0.0 -0.2 0.768
F 1.539 4.732 2.485 0.0 0.0 0.0 -0.287
F -0.342 4.657 1.409 0.0 0.0 0.0 -0.294
F 1.526 4.824 0.319 0.0 0.0 0.0 -0.282
Se -1.442 -1.847 -2.317 0.0 0.1 0.0 -0.303
Se -1.916 -1.807 2.218 -0.7 -0.2 -0.4 0.364
C -2.447 -0.312 1.114 -0.1 -0.2 0.2 0.038
C -3.769 0.067 1.266 -0.1 0.1 0.0 -0.264
C -4.318 0.970 0.365 0.0 0.0 0.0 -0.115
C -3.523 1.460 -0.653 0.0 0.0 0.0 -0.230
C -2.209 1.043 -0.736 -0.1 0.0 -0.1 0.108
N -1.681 0.176 0.140 0.3 -0.1 0.2 -0.449
C -0.319 -2.691 -1.124 0.1 -0.1 0.0 0.036
C -0.158 -4.105 -1.179 -0.1 0.0 0.0 -0.259
C 0.744 -4.761 -0.399 0.0 0.0 0.1 -0.145
C 1.555 -4.026 0.488 0.0 -0.1 0.0 -0.277
C 1.367 -2.683 0.554 -0.1 0.0 0.0 0.008
N 0.430 -2.033 -0.195 0.0 0.1 0.1 -0.533
H -4.357 -0.348 2.072 0.0 0.0 0.0 0.243
H -5.350 1.279 0.465 0.0 0.0 0.0 0.243
H -3.905 2.143 -1.397 0.0 0.0 0.0 0.251
H -1.560 1.369 -1.533 0.0 0.0 0.0 0.252
H -0.774 -4.630 -1.894 0.0 0.0 0.0 0.247
H 0.844 -5.836 -0.468 0.0 0.0 0.0 0.230
H 2.313 -4.494 1.098 0.0 0.0 0.0 0.233
H 1.953 -2.069 1.223 0.0 0.0 -0.1 0.221
S -0.002 -1.286 3.018 0.4 0.3 0.6 0.174
C -0.459 -0.513 4.526 0.3 -0.2 -0.3 0.370
N -1.500 0.264 4.722 -0.1 0.2 0.0 -0.542
C -1.483 0.850 6.071 0.0 0.0 0.0 -0.229
C -0.245 0.182 6.716 0.0 0.0 0.0 -0.229
N 0.276 -0.638 5.612 0.0 0.2 0.0 -0.533
H -1.981 0.687 3.943 -0.1 -0.1 0.0 0.443
H -2.402 0.611 6.599 0.0 0.0 0.0 0.228
H -1.381 1.931 6.004 0.0 0.0 0.0 0.230
H -0.515 -0.456 7.554 0.0 0.0 0.0 0.228
H 0.501 0.902 7.044 0.0 0.0 0.0 0.231
H 1.123 -1.183 5.647 -0.1 -0.1 0.0 0.445
```
Forces are in eV/Å.

charge	+1
multiplicity	1
E	-214165.350	eV
HOMO level	-9.31	eV
energy above the lowest of the compared OMol25 structures with the same formula, charge and spin	42.77	kcal per mole


6.
Formula: C3H4BrN
Source: the Open Molecules 2025 dataset
Level of theory: wB97M-V/def2-TZVPD

```
9
Properties=species:S:1:pos:R:3:forces:R:3:nbo_charge:R:1
C 1.685 -0.139 -0.433 -0.2 0.0 1.3 -0.481
C -0.876 -0.343 0.250 -1.0 0.2 -0.2 -0.028
C 0.468 0.048 0.001 1.0 2.7 -2.2 0.291
N -1.854 -0.461 -0.539 1.8 0.0 -1.8 -0.521
Br -0.259 2.595 0.597 0.8 -2.1 -0.4 -0.346
H 2.517 0.588 -0.426 -0.8 -0.3 -0.2 0.279
H 1.946 -1.200 -0.505 0.0 0.2 -0.4 0.258
H -0.869 -0.350 1.282 -1.2 -0.6 2.7 0.182
H -2.757 -0.737 -0.227 -0.5 -0.1 1.1 0.365
```
Forces are in eV/Å.

charge	0
multiplicity	1
E	-74704.496	eV
HOMO level (alpha / beta)	-9.60 / -9.59	eV
energy above the lowest of the compared OMol25 structures with the same formula, charge and spin	76.81	kcal per mole


Maximum force
In order: 4.9 0.1 2.6 3.6 1.1 3.6
Unit: eV/Å